Entry 1
Here is a cluster of 2 separate species, C3H6ClOPS in total from OMol25. Energies are from ωB97M-V/def2-TZVPD.

Bonds (Å) are listed after each position.
Positions of all 13 atoms, in Å:
1 O -1.2291 0.0853 -1.5905  P2 1.441
2 P -1.9237 0.1128 -0.3288  O1 1.441, S3 1.910, Cl4 1.973
3 S -2.6219 1.5725 0.6865  P2 1.910
4 Cl -2.6582 -1.5980 0.3251  P2 1.973
5 C 1.0173 -1.3452 0.1141  C6 1.336, H8 1.046, H9 1.183
6 C 0.5983 -0.1488 0.5355  C5 1.336, C7 1.541, H10 1.065
7 C 1.0474 1.1562 -0.1498  C6 1.541, H11 1.151, H12 1.181, H13 1.189
8 H 1.5943 -1.4804 -0.7482  C5 1.046
9 H 0.7414 -2.2977 0.7597  C5 1.183
10 H -0.1019 -0.1427 1.3382  C6 1.065
11 H 0.1597 1.8718 -0.3066  C7 1.151
12 H 1.4290 0.6594 -1.1515  C7 1.181
13 H 1.9475 1.5547 0.5164  C7 1.189

Computed properties:
Structure (SMILES)   O=P(=S)Cl.C=CC
HOMO-LUMO gap   9.20 eV

natural (NBO) atomic charge list, values in e, 8 entries: O -0.995; P 1.581; S -0.418; Cl -0.205; C -0.344; C -0.253; C -0.666; H 0.196

---

Entry 2
Here is a cluster of 2 separate species, C3H6ClOPS in total from OMol25. Energies are from ωB97M-V/def2-TZVPD.

Bonds (Å) are listed after each position.
Positions of all 13 atoms, in Å:
1 C -1.1130 -0.1562 -0.1758  C2 1.308, C3 1.484, H8 1.145
2 C 0.1266 -0.2837 0.2211  C1 1.308, P5 1.804, H9 1.079
3 C -2.0847 -1.2722 -0.0588  C1 1.484, H10 1.088, H11 1.025, H12 1.145
4 O 2.1281 1.2382 1.4312  P5 1.675, H13 0.943
5 P 1.4872 0.8641 -0.0702  C2 1.804, O4 1.675, Cl7 1.955
6 S 4.1783 1.1108 -1.8799  no bonds
7 Cl 0.3926 2.4458 -0.4194  P5 1.955
8 H -1.5426 0.8294 -0.5705  C1 1.145
9 H 0.3954 -1.2915 0.4982  C2 1.079
10 H -2.1118 -1.6322 0.9675  C3 1.088
11 H -1.7335 -1.9929 -0.6974  C3 1.025
12 H -3.1576 -1.0957 -0.4186  C3 1.145
13 H 3.0350 1.2362 1.1724  O4 0.943

Computed properties:
HOMO-LUMO gap (alpha / beta)   6.84 / 6.83 eV

natural (NBO) atomic charge list, values in e, 8 entries: C -0.091; C -0.624; C -0.662; O -0.941; P 1.123; S -0.147; Cl -0.267; H 0.216

---

Order of stability, best first: entry 1, entry 2

---

Entry 1
Here is an isolated molecule of C2H2Cl2S from OMol25. Energies are from ωB97M-V/def2-TZVPD.

Bonds (Å) are listed after each position.
Positions of all 7 atoms, in Å:
1 S -2.2104 -0.1228 0.4795  C2 1.623
2 C -0.6623 -0.6068 0.5405  S1 1.623, C3 1.785, H6 1.067
3 C 0.5714 0.2567 -0.4187  C2 1.785, Cl4 1.876, Cl5 1.723, H7 1.149
4 Cl -0.1309 1.8088 -1.2044  C3 1.876
5 Cl 1.7939 0.6006 0.7461  C3 1.723
6 H -0.3336 -1.4704 1.0743  C2 1.067
7 H 0.9719 -0.4661 -1.2173  C3 1.149

Computed properties:
Structure (SMILES)   S=CC(Cl)Cl
HOMO-LUMO gap   8.44 eV

How positive or negative is each atom? The natural (NBO) charges in e answer that: S 0.141; C -0.294; C -0.284; Cl -0.037; Cl 0.030; H 0.203; H 0.241

---

Entry 2
Here is a cluster of 2 separate species, C2H2Cl2S in total from OMol25. Energies are from ωB97M-V/def2-TZVPD.

Bonds (Å) are listed after each position.
Positions of all 7 atoms, in Å:
1 C -0.4767 -0.0643 0.2114  C2 1.521, S3 1.716, H6 1.083
2 C 0.8382 0.0787 -0.5406  C1 1.521, S3 1.860, Cl4 1.844, H7 1.026
3 S -0.0485 1.5922 0.0767  C1 1.716, C2 1.860
4 Cl 2.1973 -0.6533 0.4690  C2 1.844
5 Cl -2.8927 -0.3811 0.1545  no bonds
6 H -0.6815 -0.5363 1.1643  C1 1.083
7 H 1.0640 -0.0359 -1.5353  C2 1.026

Computed properties:
HOMO-LUMO gap (alpha / beta)   7.95 / 7.95 eV

How positive or negative is each atom? The natural (NBO) charges in e answer that: C -0.164; C -0.298; S 0.381; Cl -0.030; Cl -0.401; H 0.268; H 0.245

---

Order of stability, best first: entry 1, entry 2

---

Entry 1
Here is a cluster of 2 separate species, CH2F3NS in total from OMol25. Energies are from ωB97M-V/def2-TZVPD.

Bonds (Å) are listed after each position.
Positions of all 8 atoms, in Å:
1 C 0.2883 0.1881 -0.3523  H7 1.107, H8 1.108
2 N 2.1667 -1.3248 0.1395  F3 1.389, S6 1.511
3 F 2.8386 -2.5325 -0.0009  N2 1.389
4 F 3.4682 -0.4794 2.2729  S6 1.672
5 F 1.4016 -1.5202 2.6754  S6 1.675
6 S 2.0204 -0.5719 1.4412  N2 1.511, F4 1.672, F5 1.675
7 H 0.7344 0.1957 -1.3649  C1 1.107
8 H -0.5040 -0.5821 -0.4336  C1 1.108

Computed properties:
HOMO-LUMO gap (alpha / beta)   8.41 / 8.41 eV

How positive or negative is each atom? The natural (NBO) charges in e answer that: C -0.262; N -0.443; F -0.193; F -0.499; F -0.500; S 1.684; H 0.111; H 0.103

---

Entry 2
Here is an isolated molecule of CH2F3NS from OMol25. Energies are from ωB97M-V/def2-TZVPD.

Bonds (Å) are listed after each position.
Positions of all 8 atoms, in Å:
1 C 1.0038 0.9052 0.8772  S2 2.002, H7 1.145, H8 1.104
2 S -0.2157 -0.2088 -0.2546  C1 2.002, F3 1.718, F4 1.635, N5 1.529
3 F -1.2835 0.2319 -1.5264  S2 1.718
4 F 0.8843 -0.5119 -1.4251  S2 1.635
5 N -0.8660 -1.3827 0.4784  S2 1.529, F6 1.330
6 F -1.7691 -2.1778 -0.0878  N5 1.330
7 H 1.6103 1.6228 0.2219  C1 1.145
8 H 0.6357 1.5213 1.7165  C1 1.104

Computed properties:
Structure (SMILES)   C=S(F)(F)=NF
HOMO-LUMO gap   8.47 eV

How positive or negative is each atom? The natural (NBO) charges in e answer that: C -0.646; S 1.784; F -0.501; F -0.477; N -0.414; F -0.168; H 0.216; H 0.207

---

Order of stability, best first: entry 2, entry 1

---

Entry 1
Here is an isolated molecule of C8H10N2O2 from OMol25. Energies are from ωB97M-V/def2-TZVPD.

Bonds (Å) are listed after each position.
Positions of all 22 atoms, in Å:
1 C -0.9924 3.0920 -2.3888  N2 1.252, H13 1.177, H14 1.132
2 N -0.8208 1.8521 -2.3965  C1 1.252, C3 1.415
3 C -0.2499 1.0552 -1.3757  N2 1.415, C4 1.395, C11 1.426
4 C 0.3598 1.4941 -0.2003  C3 1.395, C5 1.437, H15 1.105
5 C 0.5398 0.4912 0.8134  C4 1.437, O6 1.453, C7 1.449
6 O 0.9196 1.0094 2.1172  C5 1.453, H16 1.109
7 C 0.3340 -0.9391 0.7054  C5 1.449, N8 1.488, C10 1.309
8 N 1.0160 -1.9469 1.5618  C7 1.488, C9 1.436, H17 0.978
9 C 0.1763 -2.1824 2.7029  N8 1.436, H18 1.304, H19 1.302, H20 1.209
10 C 0.0613 -1.2207 -0.5438  C7 1.309, C11 1.410, H21 1.153
11 C -0.3717 -0.3524 -1.5668  C3 1.426, C10 1.410, O12 1.517
12 O -1.1928 -0.7156 -2.7897  C11 1.517, H22 0.985
13 H -0.8295 3.8311 -1.4880  C1 1.177
14 H -1.1453 3.5140 -3.4280  C1 1.132
15 H 0.6704 2.4942 0.1514  C4 1.105
16 H 1.6875 0.2236 2.2663  O6 1.109
17 H 1.1346 -2.7897 1.0800  N8 0.978
18 H -1.1061 -2.1499 2.4664  C9 1.304
19 H 0.4216 -1.3283 3.6542  C9 1.302
20 H 0.7601 -3.1979 3.0041  C9 1.209
21 H -0.0313 -2.2910 -0.9632  C10 1.153
22 H -1.3411 0.0569 -3.3822  O12 0.985

Computed properties:
Structure (SMILES)   C=Nc1cc(O)c(NC)cc1O
HOMO-LUMO gap   8.26 eV

natural (NBO) atomic charge list, values in e, 8 entries: C -0.014; N -0.455; C 0.029; C -0.284; C 0.289; O -0.691; C 0.063; N -0.632

---

Entry 2
Here is a cluster of 2 separate species, C8H10N2O2 in total from OMol25. Energies are from ωB97M-V/def2-TZVPD.

Bonds (Å) are listed after each position.
Positions of all 22 atoms, in Å:
1 C -2.8619 -1.3873 -2.1846  C2 1.487, C3 1.348, H13 1.021
2 C -4.1273 -0.7447 -1.7420  C1 1.487, N9 1.290, H14 1.061
3 C -2.0686 -1.3718 -1.0947  C1 1.348, N10 1.434, H15 1.058
4 C 0.5289 1.2639 0.5100  C7 1.493, O11 1.194, H21 1.112
5 C 2.5817 -0.2360 0.4503  C6 1.509, C7 1.510, H16 0.997, H17 1.129
6 C 3.2168 1.1238 0.6041  C5 1.509, C7 1.517, H18 1.159, H19 1.073
7 C 1.8219 0.8692 1.1437  C4 1.493, C5 1.510, C6 1.517, H20 1.013
8 C -2.3930 -0.7814 1.2472  N10 1.344, O12 1.311
9 N -4.0480 -0.4464 -0.4892  C2 1.290, N10 1.353
10 N -2.8211 -0.7800 -0.0269  C3 1.434, C8 1.344, N9 1.353
11 O 0.3661 1.4975 -0.6500  C4 1.194
12 O -3.2312 -0.2807 2.1226  C8 1.311, H22 0.972
13 H -2.6697 -1.7828 -3.1062  C1 1.021
14 H -4.9376 -0.5686 -2.4046  C2 1.061
15 H -1.0767 -1.7362 -1.0524  C3 1.058
16 H 2.3016 -0.5228 -0.4628  C5 0.997
17 H 3.0887 -1.1482 0.8821  C5 1.129
18 H 3.9633 1.4237 1.4382  C6 1.159
19 H 3.1599 1.8427 -0.1898  C6 1.073
20 H 1.6024 0.8450 2.1321  C7 1.013
21 H -0.4161 1.3904 1.0814  C4 1.112
22 H -4.0266 0.0517 1.6739  O12 0.972

Computed properties:
HOMO-LUMO gap   9.51 eV

natural (NBO) atomic charge list, values in e, 8 entries: C -0.314; C 0.031; C 0.016; C 0.436; C -0.378; C -0.397; C -0.354; C 0.359

---

Order of stability, best first: entry 2, entry 1

---

Entry 1
Here is an isolated molecule of C8H10N2O2 from OMol25. Energies are from ωB97M-V/def2-TZVPD.

Bonds (Å) are listed after each position.
Positions of all 22 atoms, in Å:
1 C -4.0477 0.1518 -0.0544  N2 1.270, H13 1.178, H14 1.163
2 N -3.0878 0.9707 0.0861  C1 1.270, C3 1.427
3 C -1.7320 0.5540 -0.0717  N2 1.427, C4 1.329, C11 1.401
4 C -0.8921 1.5839 -0.0352  C3 1.329, C5 1.434, H15 1.068
5 C 0.5302 1.4094 -0.0737  C4 1.434, O6 1.394, C7 1.383
6 O 1.5214 2.3889 -0.1113  C5 1.394, H16 1.208
7 C 1.1537 0.1775 -0.1589  C5 1.383, N8 1.348, C10 1.335
8 N 2.4963 0.1143 -0.0588  C7 1.348, C9 1.495, H17 1.068
9 C 3.1061 -1.2303 0.1749  N8 1.495, H18 1.287, H19 1.155, H20 1.128
10 C 0.2698 -0.8091 -0.3204  C7 1.335, C11 1.428, H21 1.181
11 C -1.1384 -0.7150 -0.0997  C3 1.401, C10 1.428, O12 1.379
12 O -1.7366 -1.9515 0.0233  C11 1.379, H22 1.013
13 H -5.0547 0.5682 0.3935  C1 1.178
14 H -3.8383 -0.9499 -0.3612  C1 1.163
15 H -1.1836 2.6114 -0.0369  C4 1.068
16 H 1.1542 3.2845 0.6116  O6 1.208
17 H 3.1566 0.9542 -0.0563  N8 1.068
18 H 2.3996 -1.9644 0.9612  C9 1.287
19 H 3.0549 -1.7347 -0.8624  C9 1.155
20 H 4.1630 -1.1069 0.5495  C9 1.128
21 H 0.6779 -1.7801 -0.8549  C10 1.181
22 H -0.9726 -2.5271 0.3558  O12 1.013

Computed properties:
Structure (SMILES)   C=Nc1cc(O)c(NC)cc1O
HOMO-LUMO gap   7.84 eV

natural (NBO) atomic charge list, values in e, 8 entries: C -0.074; N -0.433; C 0.058; C -0.248; C 0.249; O -0.699; C 0.108; N -0.608

---

Entry 2
Here is an isolated molecule of C8H10N2O2 from OMol25. Energies are from ωB97M-V/def2-TZVPD.

Bonds (Å) are listed after each position.
Positions of all 22 atoms, in Å:
1 C -2.1678 -2.4790 -0.1132  C6 1.431, N9 1.187
2 C -1.1677 1.2585 0.0606  C3 1.429, C7 1.383, H13 1.189
3 C 0.1017 0.6538 0.3180  C2 1.429, C4 1.501, C8 1.508
4 C 0.2392 -0.7810 0.7355  C3 1.501, C5 1.573, H14 1.134, H15 1.112
5 C 0.0887 -1.6714 -0.5529  C4 1.573, C6 1.412, H16 1.079, H17 1.102
6 C -1.2660 -1.7420 -0.9445  C1 1.431, C5 1.412, H18 1.112
7 C -2.3551 0.6408 0.4069  C2 1.383, N10 1.357, H19 1.059
8 C 1.3150 1.5238 0.1027  C3 1.508, H20 1.074, H21 1.146, H22 1.096
9 N -2.9205 -3.1145 0.5489  C1 1.187
10 N -3.5657 1.1281 0.0359  C7 1.357, O11 1.248, O12 1.207
11 O -4.5988 0.5330 0.4041  N10 1.248
12 O -3.6176 2.0322 -0.7620  N10 1.207
13 H -1.3061 2.2488 -0.5825  C2 1.189
14 H 1.1425 -1.1806 1.2935  C4 1.134
15 H -0.6733 -0.8968 1.3595  C4 1.112
16 H 0.6438 -1.3428 -1.4180  C5 1.079
17 H 0.4553 -2.6424 -0.1826  C5 1.102
18 H -1.7608 -1.3829 -1.8738  C6 1.112
19 H -2.4658 -0.1051 1.1511  C7 1.059
20 H 2.2347 1.0305 -0.1492  C8 1.074
21 H 1.6618 2.1981 0.9621  C8 1.146
22 H 1.2852 2.3315 -0.6375  C8 1.096

Computed properties:
HOMO-LUMO gap (alpha / beta)   7.17 / 7.11 eV

natural (NBO) atomic charge list, values in e, 8 entries: C 0.187; C -0.239; C 0.109; C -0.443; C -0.465; C -0.178; C -0.071; C -0.684

---

Order of stability, best first: entry 1, entry 2

---

Entry 1
Here is a cluster of 2 separate species, C8H8 in total from OMol25. Energies are from ωB97M-V/def2-TZVPD.

Bonds (Å) are listed after each position.
Positions of all 16 atoms, in Å:
1 C 1.1485 -1.4525 -0.0319  C2 1.435, C6 1.486, H7 1.000
2 C -0.0725 -0.6995 -0.0763  C1 1.435, C3 1.404, H8 1.060
3 C 0.0466 0.6960 -0.1812  C2 1.404, C4 1.410, H9 1.141
4 C 1.2081 1.4723 0.0093  C3 1.410, C5 1.445, H10 1.083
5 C 2.4233 0.6942 -0.0671  C4 1.445, C6 1.415, H11 1.004
6 C 2.4391 -0.7198 -0.1054  C1 1.486, C5 1.415, H12 1.059
7 H 1.1190 -2.4371 0.1377  C1 1.000
8 H -0.9829 -1.2120 0.1011  C2 1.060
9 H -0.9752 1.1631 0.0201  C3 1.141
10 H 1.2188 2.5404 0.1874  C4 1.083
11 H 3.2227 1.2953 -0.1526  C5 1.004
12 H 3.3027 -1.3254 -0.1965  C6 1.059
13 C -2.9444 -0.0253 0.2922  C14 1.178, H15 1.033
14 C -3.9416 0.0652 -0.3274  C13 1.178, H16 1.087
15 H -2.2372 -0.0430 1.0446  C13 1.033
16 H -4.9749 -0.0118 -0.6543  C14 1.087

Computed properties:
Structure (SMILES)   c1ccccc1.C#C
HOMO-LUMO gap   10.16 eV

natural (NBO) atomic charge list, values in e, 8 entries: C -0.175; C -0.231; C -0.211; C -0.211; C -0.203; C -0.219; H 0.194; H 0.217

---

Entry 2
Here is an isolated molecule of C8H8 from OMol25. Energies are from ωB97M-V/def2-TZVPD.

Bonds (Å) are listed after each position.
Positions of all 16 atoms, in Å:
1 C 0.5104 -1.2955 1.5779  C2 1.327, C8 1.385, H9 1.188
2 C 1.3514 -1.0478 0.5819  C1 1.327, C3 1.552, H10 1.200
3 C 1.0541 0.3229 -0.0814  C2 1.552, C4 1.545, C7 1.500, H11 1.015
4 C 0.4870 0.1566 -1.5094  C3 1.545, C5 1.385, H12 1.011
5 C -0.8833 0.2760 -1.6741  C4 1.385, C6 1.517, H13 1.068
6 C -1.3722 1.1620 -0.5437  C5 1.517, C7 1.609, H14 1.113, H15 1.116
7 C -0.2594 0.7124 0.5286  C3 1.500, C6 1.609, C8 1.434
8 C -0.4740 -0.3250 1.4947  C1 1.385, C7 1.434, H16 1.120
9 H 0.7727 -1.9590 2.5279  C1 1.188
10 H 2.3083 -1.7211 0.8478  C2 1.200
11 H 1.8950 0.8911 -0.0764  C3 1.015
12 H 1.1224 -0.3411 -2.1177  C4 1.011
13 H -1.4800 0.0810 -2.5379  C5 1.068
14 H -1.0899 2.2251 -0.7166  C6 1.113
15 H -2.4470 1.2405 -0.2529  C6 1.116
16 H -1.4955 -0.3781 1.9513  C8 1.120

Computed properties:
Structure (SMILES)   C1=C[C@H]2C=CCC2=C1
HOMO-LUMO gap   9.00 eV

natural (NBO) atomic charge list, values in e, 8 entries: C -0.263; C -0.167; C -0.352; C -0.134; C -0.180; C -0.467; C 0.041; C -0.222

---

Order of stability, best first: entry 1, entry 2